(1)
{"formula": "C3H16NO4", "method": "ωB97M-V/def2-TZVPD", "species": ["O", "O", "O", "O", "N", "C", "C", "C", "H", "H", "H", "H", "H", "H", "H", "H", "H", "H", "H", "H", "H", "H", "H", "H"], "coordinates": [[-1.34262, -0.85886, -2.12470], [-0.48804, 0.52669, 1.83614], [0.29407, 2.03159, -0.88802], [-2.01791, 2.52454, 0.47210], [0.92315, -0.53938, -0.27132], [-0.51222, -0.88543, 1.77506], [2.14735, -0.99460, -0.97855], [0.60685, -1.44212, 0.86356], [-0.51221, 2.54819, -0.72622], [-1.83681, -0.25190, -1.56261], [-2.00894, 1.91194, 1.21621], [2.19061, -0.53578, -1.96255], [1.50533, -1.60599, 1.45876], [0.16151, -0.58831, -0.93898], [3.03001, -0.76891, -0.40341], [1.03543, 0.45289, -0.04062], [1.01914, 2.64876, -1.02765], [-0.43773, -1.36928, 2.74556], [0.06478, 0.86261, 2.55725], [2.09742, -2.06368, -1.17066], [-1.87065, -1.00337, -2.91524], [-1.46773, -1.12487, 1.30260], [0.30608, -2.38994, 0.43190], [-2.88688, 2.91520, 0.35138]], "atomic_forces_ev_per_a": [[0.28, 0.02, 0.51], [0.30, 0.28, 0.36], [0.47, -0.07, -0.20], [0.17, 0.10, -0.47], [0.78, -0.78, 0.02], [-0.01, -0.07, -1.02], [-0.05, -0.34, -0.80], [-0.10, 0.38, 0.94], [0.05, -0.12, 0.36], [-0.28, 0.09, -0.30], [-0.14, 0.09, -0.01], [0.04, 0.34, 0.11], [0.17, 0.13, -0.23], [-0.45, 0.17, -0.47], [0.17, 0.13, 0.22], [-0.59, 0.15, 0.27], [-0.21, 0.20, -0.11], [-0.14, 0.00, 0.08], [-0.14, -0.26, -0.13], [-0.10, -0.07, 0.26], [0.00, 0.02, -0.02], [-0.04, -0.10, 0.28], [-0.03, -0.17, 0.00], [-0.10, -0.13, 0.33]], "mulliken_charge": [-0.673, -0.475, -0.600, -0.613, 0.135, -0.456, -0.936, -0.651, 0.312, 0.287, 0.294, 0.367, 0.450, 0.113, 0.395, 0.449, 0.287, 0.368, 0.277, 0.379, 0.313, 0.314, 0.363, 0.300], "gap_ev": 12.08, "total_charge": 1}

=====

(2)
{"formula": "C17H48ClO11", "method": "ωB97M-V/def2-TZVPD", "species": ["Cl", "O", "O", "O", "O", "O", "O", "O", "O", "O", "O", "O", "C", "C", "C", "C", "C", "C", "C", "C", "C", "C", "C", "C", "C", "C", "C", "C", "C", "H", "H", "H", "H", "H", "H", "H", "H", "H", "H", "H", "H", "H", "H", "H", "H", "H", "H", "H", "H", "H", "H", "H", "H", "H", "H", "H", "H", "H", "H", "H", "H", "H", "H", "H", "H", "H", "H", "H", "H", "H", "H", "H", "H", "H", "H", "H", "H"], "coordinates": [[-1.03985, -0.69409, -0.28771], [-5.79804, -2.32825, -0.97675], [-0.04281, 0.04685, -4.14623], [-1.44842, -0.02629, 0.95339], [2.76620, -3.65933, 1.67983], [0.16941, -1.65752, 2.86979], [0.30379, -0.39413, -0.71835], [1.10305, 1.15264, 2.74528], [-0.46526, 5.06125, 1.09609], [3.06609, 0.11113, 0.23318], [-1.20513, -2.09986, -0.21564], [-1.94501, -0.22833, -1.34614], [-0.83449, 3.37841, -0.62811], [-4.94467, -2.32514, 1.28873], [-0.76891, -2.07239, -5.07327], [2.18835, 3.29755, 2.33483], [2.07617, -3.63888, 0.45020], [-2.30680, 3.59286, 1.37676], [0.40293, -1.28705, -4.49577], [-1.45662, 4.34212, 0.36252], [2.44174, 2.03796, 4.51466], [-5.30803, -0.21033, -0.11292], [-5.79954, -1.60383, 0.26156], [1.52377, 2.36332, 3.34492], [3.73910, -0.85747, -1.89854], [-0.81671, -2.61371, 3.22857], [5.36437, 0.24463, -0.32409], [3.95249, 0.23671, -0.87645], [1.58336, -1.24252, -5.45561], [1.46311, -0.46264, -6.21060], [5.57892, 1.20181, 0.16666], [-2.66107, 4.33138, 2.10318], [2.52652, -1.07362, -4.93561], [-1.71678, 2.83124, 1.88137], [-5.17664, -3.39094, 1.22855], [3.09862, 2.83459, 1.95530], [-4.27550, -0.27315, -0.45738], [-0.30834, -0.90533, 2.49773], [-1.65907, -1.86153, -4.48114], [0.64614, 2.89306, 3.74793], [0.09141, 5.52599, 0.46349], [3.78105, 1.23135, -1.30742], [-0.93058, -1.91126, -6.13748], [-3.20407, 3.16390, 0.93475], [2.05615, 1.13086, 4.98683], [2.42441, 2.78600, 5.31173], [2.66538, -4.10620, -0.34692], [-1.15258, -2.44202, 4.26254], [3.89308, -1.84594, -1.46983], [2.17221, 0.10197, -0.14784], [-5.10873, -2.00466, 2.32044], [0.07519, 0.07745, -3.18903], [3.48539, 1.90828, 4.22827], [-5.30097, 0.55077, 0.67232], [-5.94316, 0.18389, -0.90596], [-2.05246, 5.04590, -0.23548], [5.56139, -0.50858, 0.44022], [1.51808, 3.47360, 1.48678], [2.27975, 4.29812, 2.76440], [1.14354, -4.21127, 0.55716], [-0.12121, 3.82634, -1.32527], [4.45259, -0.77256, -2.72903], [-0.46226, -3.62720, 3.06195], [-6.52917, -2.95153, -0.96988], [-1.59350, 2.79704, -1.15279], [1.70465, -2.67367, 0.10455], [0.75209, -1.70182, -3.54659], [2.44326, -4.35371, 2.24681], [-6.81218, -1.58470, 0.68740], [2.77919, -0.74652, -2.40973], [-0.58923, -3.14192, -4.91381], [1.63218, -2.19336, -5.99237], [6.14129, 0.18155, -1.09054], [-1.73623, -2.42021, 2.66112], [-0.24404, 2.63666, -0.07490], [-3.87605, -2.18376, 1.10457], [0.58771, 1.41007, 1.96883]], "atomic_forces_ev_per_a": [[-2.77, 0.86, -2.18], [-0.23, -0.08, 0.00], [0.61, -0.41, -0.16], [1.18, -0.40, -0.33], [0.75, 0.81, -0.06], [-0.19, -0.53, 0.17], [0.78, 0.56, 0.63], [0.00, 0.27, -0.09], [-0.04, 0.12, 0.06], [0.03, -0.01, -0.57], [0.29, -1.13, 1.02], [0.66, 0.28, 0.74], [0.61, -0.78, 0.45], [0.53, -0.14, 0.08], [0.14, -0.63, 0.87], [-0.78, -0.12, -0.21], [-1.23, -1.01, -0.21], [-0.21, 0.99, 0.10], [-0.20, 0.78, 0.08], [-0.06, -0.39, -0.65], [-0.28, -0.32, 0.44], [0.02, 0.20, 0.12], [0.08, 0.35, 0.32], [0.07, 0.74, 0.16], [0.26, 0.23, -0.93], [-0.69, 1.28, -0.02], [0.74, 0.69, 0.42], [0.17, 0.15, 0.58], [-0.04, -0.08, -0.17], [-0.16, 0.06, 0.10], [-0.26, -0.05, 0.08], [0.10, -0.17, 0.17], [0.00, 0.03, -0.02], [-0.05, -0.11, -0.01], [0.11, -0.02, 0.10], [0.22, 0.31, 0.12], [-0.03, -0.08, -0.24], [0.26, 0.07, -0.05], [-0.09, 0.22, -0.23], [-0.03, -0.08, -0.01], [0.03, -0.05, 0.01], [0.00, -0.12, -0.42], [-0.04, 0.26, 0.00], [0.19, -0.25, -0.20], [0.25, -0.13, -0.12], [-0.10, 0.29, -0.28], [0.09, 0.08, 0.04], [0.40, -0.44, 0.18], [-0.35, -0.03, 0.15], [-0.03, -0.16, 0.47], [-0.26, 0.18, -0.10], [-0.40, 0.37, 0.04], [-0.07, -0.23, -0.18], [-0.17, -0.40, 0.35], [0.10, -0.05, -0.15], [-0.23, 0.11, 0.36], [-0.30, -0.28, -0.20], [0.01, -0.26, 0.01], [0.61, -0.12, 0.12], [0.13, -0.09, -0.21], [-0.31, 0.26, -0.13], [0.19, 0.14, 0.22], [0.05, -0.04, 0.07], [0.10, -0.06, 0.05], [0.01, 0.17, -0.18], [0.60, 0.39, 0.52], [-0.19, -0.56, -0.16], [-0.31, -0.14, -0.05], [-0.12, 0.22, -0.33], [-0.24, -0.32, 0.44], [0.11, 0.01, -0.25], [0.20, -0.04, 0.07], [-0.23, -0.26, -0.20], [0.17, -0.45, -0.33], [-0.09, 0.00, 0.00], [-0.06, -0.12, -0.23], [0.02, -0.34, -0.03]], "mulliken_charge": [1.588, -0.553, -0.623, -0.717, -0.503, -0.306, -0.425, -0.178, -0.563, -0.380, -0.700, -0.754, -0.810, -0.769, -1.482, -0.993, -0.355, -1.121, 1.238, 0.425, -1.554, -0.995, 0.396, 0.691, -0.979, -0.199, -1.614, 0.827, -1.211, 0.339, 0.364, 0.350, 0.185, 0.096, 0.342, 0.183, 0.019, 0.218, 0.361, 0.192, 0.340, 0.201, 0.312, 0.363, 0.364, 0.386, 0.308, 0.264, 0.219, 0.149, 0.366, 0.220, 0.317, 0.345, 0.367, 0.253, 0.331, 0.221, 0.373, 0.315, 0.375, 0.465, 0.219, 0.301, 0.435, -0.058, -0.033, 0.284, 0.283, 0.025, 0.374, 0.326, 0.394, -0.153, -0.148, -0.142, 0.015], "gap_ev": 9.54, "total_charge": -1}

=====

(3)
{"formula": "C16H17N3O5", "method": "ωB97M-V/def2-TZVPD", "species": ["O", "O", "O", "O", "O", "N", "N", "N", "C", "C", "C", "C", "C", "C", "C", "C", "C", "C", "C", "C", "C", "C", "C", "C", "H", "H", "H", "H", "H", "H", "H", "H", "H", "H", "H", "H", "H", "H", "H", "H", "H"], "coordinates": [[-4.04567, 1.39191, 3.14873], [5.46615, -2.60627, -3.45902], [0.29047, 0.95979, -2.84808], [4.43566, -3.15853, -1.47441], [-2.34349, 0.00509, 3.61935], [-0.29743, 1.26264, 1.26294], [-1.37714, 1.99808, 1.55799], [0.77520, 0.51833, -0.67362], [3.77727, -2.10465, -2.05106], [2.19538, -0.37999, -2.38887], [-2.03832, 2.40213, 0.44478], [-3.26649, 3.23303, 0.49844], [5.49409, -3.48043, -2.35076], [-3.23844, -1.09411, 3.81870], [2.67727, -1.42752, -1.59071], [2.81147, -0.07051, -3.59604], [-3.57398, -1.76844, 2.49691], [-2.86929, 1.16377, 3.25404], [-1.76648, 2.17625, 2.92919], [-0.25499, 1.21032, -0.06134], [-1.33047, 1.91402, -0.63173], [3.93207, -0.75547, -4.05131], [0.99452, 0.42549, -2.01576], [4.40265, -1.77309, -3.25629], [6.45538, -3.37566, -1.82281], [-2.70619, -1.77378, 4.48646], [-4.18991, -2.64407, 2.67951], [-0.89124, 1.97733, 3.54892], [5.38273, -4.51989, -2.69854], [-3.66376, 3.35637, -0.50463], [-2.66149, -2.07248, 1.98997], [-4.14847, -0.72639, 4.30372], [-2.14399, 3.18903, 3.08719], [-4.02321, 2.76724, 1.12771], [2.20033, -1.73060, -0.67306], [-3.04492, 4.21955, 0.90750], [2.39170, 0.72952, -4.18561], [1.43685, 0.11576, -0.02665], [-4.12048, -1.08148, 1.85520], [-1.53366, 2.03594, -1.67327], [4.41032, -0.50824, -4.98370]], "atomic_forces_ev_per_a": [[-0.16, -0.03, 0.01], [-0.19, 0.40, -0.30], [-0.08, 0.11, -0.04], [-0.41, 0.25, 0.15], [0.41, -0.14, 0.07], [0.79, -0.51, -0.13], [-0.12, 0.22, -0.56], [0.23, -0.20, 0.37], [0.21, 0.23, -0.46], [0.16, -0.05, -0.33], [0.17, -0.07, -0.09], [-0.06, 0.00, 0.05], [0.84, -0.95, 0.20], [-0.48, -0.32, -0.04], [0.24, -0.15, -0.07], [-0.24, 0.09, 0.19], [0.17, 0.30, 0.23], [0.15, 0.49, 0.00], [-0.21, -0.23, 0.29], [-0.68, 0.44, 0.51], [-0.07, 0.00, 0.07], [0.25, -0.30, 0.10], [0.10, -0.07, 0.03], [-0.38, -0.03, 0.49], [-0.25, 0.06, -0.12], [-0.06, 0.13, -0.05], [-0.07, -0.11, 0.00], [-0.09, 0.13, -0.10], [-0.05, 0.27, 0.05], [-0.03, 0.04, -0.04], [0.05, -0.07, -0.05], [0.18, -0.08, 0.00], [0.03, -0.16, 0.00], [-0.07, 0.05, -0.01], [-0.08, -0.04, 0.13], [-0.05, 0.08, 0.00], [-0.05, 0.06, -0.04], [0.01, 0.06, -0.17], [-0.06, 0.01, -0.06], [-0.10, 0.07, -0.19], [0.06, 0.05, -0.13]], "mulliken_charge": [-0.593, -0.467, -0.652, -0.481, -0.348, -1.151, 0.931, -0.100, 0.755, 0.263, 0.567, -1.517, -0.226, -0.245, -1.111, -0.715, -1.070, 0.830, -0.951, 0.205, -0.549, -0.879, 0.690, 0.949, 0.249, 0.291, 0.378, 0.350, 0.240, 0.348, 0.284, 0.324, 0.389, 0.316, 0.467, 0.295, 0.440, 0.257, 0.300, 0.501, 0.437], "gap_ev": 8.98, "smiles": "CCOC(=O)Cn1nc(NC(=O)c2ccc3c(c2)OCO3)cc1C", "total_charge": 0}